[1]
{
  "formula": "C5H11NO",
  "method": "wB97M-V/def2-TZVPD",
  "total_energy_ev": -8898.7391,
  "e_above_lowest_kj_mol": 285.4,
  "gap_ev": 10.0,
  "multiplicity": 1,
  "smiles": "CN[C@H](C)CC=O",
  "symbols": ["C", "N", "C", "C", "C", "C", "O", "H", "H", "H", "H", "H", "H", "H", "H", "H", "H", "H"],
  "coordinates": [[-2.2064, -1.6324, 0.4300], [-1.3719, -0.4876, 0.5536], [0.0825, -0.5148, 0.1662], [0.9199, -1.5157, 1.0590], [0.6138, 0.8911, 0.1831], [0.9296, 1.4002, -1.2157], [1.2819, 2.5281, -1.5758], [-3.1140, -1.5562, 0.9790], [-1.7588, -2.6701, 0.6337], [-2.3161, -1.6266, -0.6382], [-1.4701, -0.3024, 1.5946], [0.0974, -0.7286, -0.8532], [0.7562, -1.1504, 2.1674], [0.7966, -2.6520, 0.9572], [1.9766, -1.2362, 0.8602], [-0.0174, 1.6301, 0.5786], [1.7394, 1.0110, 0.7688], [0.6222, 0.6998, -2.0523]],
  "forces_ev_per_a": [[1.8, -2.4, -2.1], [0.8, 1.7, 3.5], [-1.5, -1.2, 2.7], [0.3, 1.1, 1.0], [4.9, 0.6, 0.6], [-0.5, 2.0, -2.0], [-0.4, -2.4, 1.5], [-0.7, 0.3, 0.2], [-0.2, 1.3, 0.3], [-1.3, -0.8, -0.7], [1.0, 0.5, -1.6], [0.0, -1.3, -1.7], [0.2, -1.0, -2.0], [-0.2, 1.9, 0.0], [-0.4, -0.6, 0.1], [-1.0, 0.8, 1.0], [-3.2, -0.4, -1.3], [0.5, 0.1, 0.6]]
}

***

[2]
{
  "formula": "C5H11NO",
  "method": "wB97M-V/def2-TZVPD",
  "total_energy_ev": -8900.5502,
  "e_above_lowest_kj_mol": 110.7,
  "gap_ev": 9.1,
  "multiplicity": 1,
  "smiles": "C/C(N)=C\\[C@H](C)O",
  "symbols": ["C", "C", "N", "C", "C", "C", "O", "H", "H", "H", "H", "H", "H", "H", "H", "H", "H", "H"],
  "coordinates": [[0.9959, 0.6238, -1.7356], [1.2099, 0.1968, -0.3125], [2.5065, 0.4216, 0.1433], [0.2675, -0.2933, 0.4952], [-1.1805, -0.5235, 0.1743], [-2.0720, 0.3471, 1.0682], [-1.5194, -1.8957, 0.3110], [1.6681, 1.4449, -1.9757], [1.2072, -0.2055, -2.4112], [-0.0241, 0.9510, -1.9055], [2.7448, -0.0559, 0.9996], [3.2247, 0.3500, -0.5609], [0.5474, -0.5709, 1.5057], [-1.3911, -0.3043, -0.8748], [-1.8765, 0.1332, 2.1181], [-3.1202, 0.1449, 0.8600], [-1.8667, 1.3981, 0.8844], [-1.3216, -2.1624, 1.2163]],
  "forces_ev_per_a": [[0.0, -0.1, 0.1], [-0.2, 0.0, 0.2], [0.2, 0.1, 0.0], [-0.2, 0.0, -0.3], [0.1, 0.5, 0.2], [0.1, -0.3, -0.4], [-0.2, -0.4, 0.1], [0.0, 0.1, -0.1], [0.0, 0.0, -0.1], [0.0, 0.0, -0.1], [0.1, 0.0, -0.1], [0.0, 0.0, 0.1], [0.1, 0.0, 0.2], [0.0, 0.1, 0.1], [0.0, 0.0, 0.1], [-0.1, 0.0, 0.0], [0.0, 0.1, 0.0], [0.0, 0.0, -0.1]]
}

***

[3]
{
  "formula": "C5H11NO",
  "method": "wB97M-V/def2-TZVPD",
  "total_energy_ev": -8899.8664,
  "e_above_lowest_kj_mol": 176.7,
  "gap_ev": 9.4,
  "multiplicity": 1,
  "smiles": "N/C=C/CCCO",
  "symbols": ["N", "C", "C", "C", "C", "C", "O", "H", "H", "H", "H", "H", "H", "H", "H", "H", "H", "H"],
  "coordinates": [[-3.2744, 0.3267, 0.3408], [-2.0866, -0.3590, 0.0237], [-0.8214, -0.1904, 0.4530], [0.2405, -1.0976, -0.0683], [1.3192, -0.4512, -0.9747], [1.7376, 0.9347, -0.4605], [2.6883, 0.6708, 0.6172], [-3.1977, 0.6573, 1.3015], [-4.0566, -0.3275, 0.3478], [-2.2215, -1.0420, -0.8119], [-0.6811, 0.3720, 1.3696], [-0.2340, -1.8563, -0.6987], [0.7231, -1.6780, 0.7182], [2.2156, -1.0539, -0.8752], [1.0118, -0.2959, -2.0074], [0.9428, 1.5404, -0.0285], [2.2543, 1.5182, -1.2240], [2.6080, 1.3706, 1.2441]],
  "forces_ev_per_a": [[0.3, -0.5, 1.1], [0.7, 0.1, -0.9], [-1.7, -0.7, 0.5], [0.4, -0.3, -1.1], [-0.2, 1.4, 1.2], [1.1, -0.6, 0.8], [-0.3, -0.5, -0.9], [-0.2, 0.4, -0.2], [0.1, 0.2, -0.3], [-0.1, 0.0, 0.0], [0.3, 0.3, -0.1], [-0.1, 0.0, 0.1], [0.1, 0.3, 0.2], [0.2, -0.1, -0.6], [-0.2, -0.5, -0.1], [-0.4, -0.1, -0.4], [-0.1, 0.0, -0.2], [0.1, 0.7, 0.7]]
}

***

[4]
{
  "formula": "C5H11NO",
  "method": "wB97M-V/def2-TZVPD",
  "total_energy_ev": -8900.1164,
  "e_above_lowest_kj_mol": 152.5,
  "gap_ev": 10.5,
  "multiplicity": 1,
  "smiles": "CC/C=N/C=O.C",
  "symbols": ["C", "C", "C", "N", "C", "O", "H", "H", "H", "H", "H", "H", "H", "C", "H", "H", "H", "H"],
  "coordinates": [[-0.7897, 2.1711, 0.8745], [-0.0050, 0.8526, 1.0120], [0.1348, 0.4149, -0.4029], [-0.7649, -0.2520, -1.0052], [-0.6967, -0.2686, -2.3997], [-0.4620, 0.7148, -3.0679], [-1.8583, 1.9485, 0.8619], [-0.5602, 2.8701, 1.6792], [-0.5652, 2.6665, -0.0763], [0.9775, 1.0276, 1.4638], [-0.5725, 0.1311, 1.6089], [1.0201, 0.7740, -0.9421], [-0.9583, -1.2396, -2.8487], [1.1110, -2.4119, 0.6441], [1.0904, -1.5435, 1.3118], [1.5726, -3.2535, 1.1661], [0.0968, -2.6818, 0.3447], [1.6722, -2.1423, -0.2527]],
  "forces_ev_per_a": [[-0.1, 0.2, 0.1], [0.0, 0.1, 0.0], [0.0, -0.5, 0.0], [0.1, 0.3, 0.1], [0.1, 0.3, -0.3], [-0.1, -0.5, 0.2], [0.1, 0.1, 0.0], [-0.1, -0.1, 0.0], [0.1, 0.0, 0.2], [-0.2, -0.1, -0.1], [0.2, 0.1, -0.2], [-0.1, 0.1, -0.1], [0.1, 0.1, 0.0], [0.0, 0.0, 0.1], [-0.1, -0.3, -0.1], [0.0, 0.1, -0.2], [0.1, 0.1, 0.1], [0.1, -0.2, 0.1]]
}

***

[5]
{
  "formula": "C5H11NO",
  "method": "wB97M-V/def2-TZVPD",
  "total_energy_ev": -8900.3585,
  "e_above_lowest_kj_mol": 129.2,
  "gap_ev": 9.7,
  "multiplicity": 1,
  "smiles": "CCN(C)C(C)=O",
  "symbols": ["C", "C", "N", "C", "C", "C", "O", "H", "H", "H", "H", "H", "H", "H", "H", "H", "H", "H"],
  "coordinates": [[0.8452, -2.0619, 0.2512], [0.8129, -0.6370, 0.1105], [-0.4063, 0.1132, -0.2808], [-1.5149, -0.6585, -0.8322], [-0.5737, 1.4760, -0.2025], [0.3940, 2.2700, 0.6800], [-1.5038, 2.0208, -0.7942], [0.3962, -2.6275, -0.5349], [0.4341, -2.4256, 1.2336], [1.9280, -2.4266, 0.2333], [1.1416, -0.0831, 1.0937], [1.6282, -0.2880, -0.5473], [-2.1602, 0.0437, -1.3548], [-1.1974, -1.3485, -1.6565], [-2.1796, -1.0882, -0.0326], [1.4511, 2.0154, 0.5930], [0.0979, 2.3760, 1.7316], [0.4066, 3.3300, 0.3090]],
  "forces_ev_per_a": [[1.1, -3.3, 1.8], [1.5, 5.8, 1.6], [-0.5, -1.3, -0.1], [-0.6, 0.2, -0.7], [-0.2, -0.1, 0.0], [0.3, 1.8, -0.9], [0.7, 0.0, 0.7], [-0.6, -0.2, -0.6], [0.2, 0.3, -1.0], [-1.3, 0.7, 0.2], [-0.5, -1.5, -1.4], [-0.3, -0.4, -0.3], [0.0, 0.1, 0.1], [-0.2, 0.1, 1.2], [1.0, -0.2, -0.8], [-0.2, -0.6, 0.2], [0.0, -0.6, -0.3], [-0.4, -0.9, 0.1]]
}

***

[6]
{
  "formula": "C5H11NO",
  "method": "wB97M-V/def2-TZVPD",
  "total_energy_ev": -8895.9251,
  "e_above_lowest_kj_mol": 556.9,
  "gap_ev": 7.4,
  "multiplicity": 1,
  "symbols": ["C", "C", "C", "O", "H", "H", "H", "H", "H", "H", "C", "C", "N", "H", "H", "H", "H", "H"],
  "coordinates": [[0.2469, 1.6764, 0.7868], [-1.2157, -0.6538, 0.7248], [-2.2327, -0.0540, 0.0192], [0.3098, 0.2534, 0.8674], [-1.4278, -0.9192, 1.7563], [1.2433, 2.0557, 0.5532], [-0.4573, 1.9929, 0.0132], [-0.0698, 2.0825, 1.7495], [-2.1325, 0.2086, -1.0257], [-3.1930, 0.1297, 0.4773], [1.0300, -0.4131, -1.6147], [1.2562, -0.8308, -0.2126], [2.1546, -1.5037, 0.2898], [2.1392, -1.6543, 1.2929], [-0.5899, -1.4602, 0.2089], [-0.0346, -0.3743, -1.8464], [1.4423, 0.5860, -1.7662], [1.5311, -1.1219, -2.2738]],
  "forces_ev_per_a": [[0.6, -0.3, -0.6], [-2.1, -2.1, -1.5], [0.5, -0.3, 0.4], [2.4, -0.8, -0.3], [0.1, 0.1, 0.0], [0.0, 0.1, 0.0], [-0.1, 0.0, 0.0], [0.0, -0.2, 0.0], [-0.1, -0.3, -0.2], [0.1, 0.4, 0.2], [-0.4, -0.1, 0.0], [0.7, 2.5, 1.1], [-1.3, -0.2, -0.2], [0.1, 0.4, 0.1], [-0.7, 0.8, 0.6], [0.1, 0.0, 0.1], [0.0, 0.0, 0.1], [0.0, 0.1, 0.0]]
}

***

[7]
{
  "formula": "C5H11NO",
  "method": "wB97M-V/def2-TZVPD",
  "total_energy_ev": -8899.2697,
  "e_above_lowest_kj_mol": 234.2,
  "gap_ev": 9.9,
  "multiplicity": 1,
  "smiles": "CCCNCC=O",
  "symbols": ["C", "C", "C", "N", "C", "C", "O", "H", "H", "H", "H", "H", "H", "H", "H", "H", "H", "H"],
  "coordinates": [[2.4798, 1.3038, 0.6012], [1.8487, -0.0785, 0.7587], [0.2593, -0.0689, 1.0707], [-0.5231, 0.8714, 0.2955], [-1.7677, 0.2758, -0.3382], [-1.2129, -0.7113, -1.3297], [-1.5384, -1.9241, -1.3960], [3.4017, 1.1004, 0.0059], [2.7093, 1.7497, 1.5899], [1.8295, 2.0331, 0.0523], [2.4056, -0.4411, 1.7259], [1.9866, -0.8083, -0.0565], [-0.0266, -0.0608, 2.1284], [0.0292, -1.1358, 0.7413], [-0.8077, 1.7706, 0.7504], [-2.3259, 1.1524, -0.8422], [-2.3820, -0.1764, 0.4470], [-0.4932, -0.2168, -2.0190]],
  "forces_ev_per_a": [[0.0, 0.2, -1.1], [-0.8, 0.2, 3.0], [1.0, -1.9, -0.4], [-1.4, 1.0, -0.8], [1.0, 1.6, 0.8], [-1.8, -3.1, -0.6], [1.3, 3.9, 0.2], [-0.4, 0.8, 0.6], [0.1, -0.3, -0.6], [0.6, -0.7, 0.3], [-1.2, -0.2, -1.9], [0.3, 0.7, 0.2], [0.5, 0.2, 0.1], [-0.4, 1.3, 0.4], [0.8, -1.5, -0.3], [0.8, -1.6, 0.6], [-0.3, -0.2, -0.4], [0.0, -0.6, 0.1]]
}

***

[8]
{
  "formula": "C5H11NO",
  "method": "wB97M-V/def2-TZVPD",
  "total_energy_ev": -8901.1257,
  "e_above_lowest_kj_mol": 55.2,
  "gap_ev": 10.2,
  "multiplicity": 1,
  "smiles": "CC(C)N(C)C=O",
  "symbols": ["C", "C", "C", "N", "C", "C", "O", "H", "H", "H", "H", "H", "H", "H", "H", "H", "H", "H"],
  "coordinates": [[-0.9580, -1.4532, -0.2589], [-0.5824, 0.0101, -0.4783], [-1.5907, 0.9194, 0.2253], [0.7855, 0.3079, -0.0059], [1.6891, -0.7313, 0.4493], [1.2834, 1.5547, -0.2280], [0.7121, 2.4528, -0.8182], [-0.9365, -1.7110, 0.8063], [-1.9850, -1.6042, -0.6058], [-0.3123, -2.1486, -0.8044], [-0.6112, 0.2306, -1.5543], [-1.2941, 1.9637, 0.1169], [-2.5820, 0.7882, -0.2217], [-1.6488, 0.6659, 1.2909], [1.2558, -1.3173, 1.2629], [1.9742, -1.4126, -0.3620], [2.6021, -0.2612, 0.8252], [2.2885, 1.6922, 0.2134]],
  "forces_ev_per_a": [[0.0, 0.0, 0.0], [-0.1, 0.0, 0.0], [0.0, 0.0, 0.0], [0.0, 0.2, 0.0], [0.1, -0.1, 0.1], [-0.1, 0.0, -0.1], [0.2, -0.2, 0.1], [0.0, 0.0, -0.2], [0.2, 0.0, 0.0], [-0.1, 0.1, 0.1], [0.0, 0.0, 0.1], [-0.1, -0.2, 0.1], [0.1, 0.0, 0.1], [0.0, 0.0, -0.1], [0.0, 0.1, -0.1], [-0.1, 0.1, 0.1], [-0.1, -0.1, -0.1], [0.0, 0.0, -0.1]]
}

***

[9]
{
  "formula": "C5H11NO",
  "method": "wB97M-V/def2-TZVPD",
  "total_energy_ev": -8898.4544,
  "e_above_lowest_kj_mol": 312.9,
  "gap_ev": 9.4,
  "multiplicity": 1,
  "smiles": "CCCNCC=O",
  "symbols": ["C", "C", "C", "N", "C", "C", "O", "H", "H", "H", "H", "H", "H", "H", "H", "H", "H", "H"],
  "coordinates": [[0.3277, 1.5743, 1.5769], [0.3066, 0.1127, 1.7654], [0.6656, -0.9314, 0.6636], [0.4446, -0.3780, -0.6648], [-0.4906, -1.0982, -1.5851], [-0.7491, -0.0875, -2.8125], [-1.6999, -0.2520, -3.5624], [0.3103, 2.1593, 2.6069], [1.2433, 2.0025, 1.0899], [-0.4695, 2.0759, 1.1020], [0.9033, -0.1774, 2.6504], [-0.7233, -0.2526, 1.8303], [1.6211, -1.3455, 0.9950], [-0.1593, -1.6801, 0.8094], [0.4642, 0.6475, -0.7707], [-0.1546, -2.0428, -1.9496], [-1.4653, -1.2723, -0.9372], [-0.3750, 0.9456, -2.8075]],
  "forces_ev_per_a": [[2.1, 3.1, 1.9], [-0.9, -2.1, 0.3], [-1.4, 1.1, 0.1], [0.7, -0.8, -1.2], [-0.7, 3.2, 1.5], [-3.5, -1.0, 1.0], [1.6, -0.4, 0.5], [0.2, -1.5, -1.7], [-0.4, -0.6, 0.3], [-1.3, -0.1, -1.0], [-0.6, 0.2, -0.2], [-0.2, 1.0, 1.4], [0.3, -0.3, -1.2], [1.2, 0.0, -0.2], [-0.2, -1.1, 0.3], [0.5, -0.6, -0.2], [1.3, 0.2, -1.9], [1.1, -0.2, 0.3]]
}

***

[10]
{
  "formula": "C5H11NO",
  "method": "wB97M-V/def2-TZVPD",
  "total_charge": 1,
  "total_energy_ev": -8890.1889,
  "e_above_lowest_kj_mol": 303.7,
  "gap_ev": [11.9, 7.3],
  "multiplicity": 2,
  "symbols": ["C", "N", "C", "C", "C", "C", "O", "H", "H", "H", "H", "H", "H", "H", "H", "H", "H", "H"],
  "coordinates": [[-0.2703, 1.4167, 0.5603], [-0.1096, 0.2628, -0.2436], [-1.4251, -0.2358, -0.7268], [-1.1480, -1.0581, -2.0880], [1.1519, -0.4184, -0.0676], [1.2657, -1.1534, 1.3789], [0.5980, 1.7189, 1.4149], [-1.0790, 2.1895, 0.4134], [-1.8301, -0.8342, 0.0255], [-2.0859, 0.5959, -0.8927], [-1.9310, -1.0111, -2.8649], [-0.3570, -0.6910, -2.7307], [-1.1569, -2.2400, -1.9109], [2.0702, 0.2103, -0.0198], [1.1388, -1.2197, -0.8654], [0.8573, -2.1168, 0.9073], [0.7303, -0.6428, 2.1241], [2.1811, -1.1375, 1.8593]],
  "forces_ev_per_a": [[2.8, 3.1, 2.7], [-0.2, 1.2, 2.0], [2.5, -0.8, -4.0], [-1.7, -2.4, 0.5], [0.0, -1.0, -0.8], [-2.7, -1.7, -3.2], [-2.4, -1.3, -2.6], [0.2, -1.5, -0.3], [-0.6, -1.3, 1.3], [0.0, 0.5, 0.0], [-0.5, 0.5, 1.0], [0.9, 0.0, 0.7], [0.7, 2.7, -0.2], [-1.1, 0.3, -0.7], [0.6, 1.1, 0.9], [0.7, 0.7, 2.4], [-1.8, 0.3, 0.5], [2.6, -0.5, -0.3]]
}

***

Copy entry 3 word for word.
{
  "formula": "C5H11NO",
  "method": "wB97M-V/def2-TZVPD",
  "total_energy_ev": -8899.8664,
  "e_above_lowest_kj_mol": 176.7,
  "gap_ev": 9.4,
  "multiplicity": 1,
  "smiles": "N/C=C/CCCO",
  "symbols": ["N", "C", "C", "C", "C", "C", "O", "H", "H", "H", "H", "H", "H", "H", "H", "H", "H", "H"],
  "coordinates": [[-3.2744, 0.3267, 0.3408], [-2.0866, -0.3590, 0.0237], [-0.8214, -0.1904, 0.4530], [0.2405, -1.0976, -0.0683], [1.3192, -0.4512, -0.9747], [1.7376, 0.9347, -0.4605], [2.6883, 0.6708, 0.6172], [-3.1977, 0.6573, 1.3015], [-4.0566, -0.3275, 0.3478], [-2.2215, -1.0420, -0.8119], [-0.6811, 0.3720, 1.3696], [-0.2340, -1.8563, -0.6987], [0.7231, -1.6780, 0.7182], [2.2156, -1.0539, -0.8752], [1.0118, -0.2959, -2.0074], [0.9428, 1.5404, -0.0285], [2.2543, 1.5182, -1.2240], [2.6080, 1.3706, 1.2441]],
  "forces_ev_per_a": [[0.3, -0.5, 1.1], [0.7, 0.1, -0.9], [-1.7, -0.7, 0.5], [0.4, -0.3, -1.1], [-0.2, 1.4, 1.2], [1.1, -0.6, 0.8], [-0.3, -0.5, -0.9], [-0.2, 0.4, -0.2], [0.1, 0.2, -0.3], [-0.1, 0.0, 0.0], [0.3, 0.3, -0.1], [-0.1, 0.0, 0.1], [0.1, 0.3, 0.2], [0.2, -0.1, -0.6], [-0.2, -0.5, -0.1], [-0.4, -0.1, -0.4], [-0.1, 0.0, -0.2], [0.1, 0.7, 0.7]]
}